<a>
Entry from OMol25: C27H32N4O4 in the gas phase (ωB97M-V/def2-TZVPD).

Each atom is followed by the atoms it is bonded to, with distances in Å.
Atoms and positions in Å:
1 C 6.75548 3.05319 -0.43502  O2 1.410, H36 1.092, H37 1.092, H38 1.090
2 O 6.91530 1.67020 -0.21183  C1 1.410, C3 1.359
3 C 5.85354 0.82779 -0.11566  O2 1.359, C4 1.394, C33 1.410
4 C 6.20736 -0.49941 0.12433  C3 1.394, C5 1.377, H39 1.078
5 C 5.26180 -1.49269 0.25372  C4 1.377, C6 1.388, H40 1.078
6 C 3.91346 -1.17526 0.16745  C5 1.388, C7 1.490, C32 1.392
7 C 2.90456 -2.26244 0.30660  C6 1.490, O8 1.216, N9 1.358
8 O 3.10537 -3.40143 -0.06905  C7 1.216
9 N 1.76358 -1.89071 0.94277  C7 1.358, C10 1.440, H41 1.008
10 C 0.58266 -2.71453 0.95565  N9 1.440, C11 1.540, H42 1.092, H43 1.092
11 C -0.43472 -2.17897 -0.06882  C10 1.540, C12 1.510, N18 1.467, H44 1.098
12 C -1.73007 -2.95493 -0.08882  C11 1.510, C13 1.392, C17 1.393
13 C -2.32085 -3.28986 -1.30427  C12 1.392, C14 1.384, H45 1.082
14 C -3.54528 -3.93503 -1.31798  C13 1.384, C15 1.386, H46 1.079
15 C -4.14743 -4.22207 -0.10270  C14 1.386, N16 1.321, H47 1.082
16 N -3.60006 -3.91538 1.05982  C15 1.321, C17 1.321
17 C -2.42982 -3.30356 1.06434  C12 1.393, N16 1.321, H48 1.082
18 N -0.61883 -0.73512 0.11654  C11 1.467, C19 1.454, C31 1.452
19 C -1.22966 -0.09537 -1.03716  N18 1.454, C20 1.533, H49 1.093, H50 1.100
20 C -1.16173 1.42671 -0.87156  C19 1.533, N21 1.441, H51 1.087, H52 1.099
21 N -1.75411 1.88541 0.35953  C20 1.441, C22 1.393, C30 1.444
22 C -3.03424 2.42564 0.45222  N21 1.393, C23 1.396, C27 1.413
23 C -3.29260 3.28393 1.52279  C22 1.396, C24 1.381, H53 1.080
24 C -4.51791 3.89603 1.69820  C23 1.381, C25 1.380, H54 1.079
25 C -5.52562 3.67908 0.78008  C24 1.380, C26 1.385, H55 1.079
26 C -5.29701 2.84298 -0.30015  C25 1.385, C27 1.387, H56 1.078
27 C -4.07703 2.20685 -0.47512  C22 1.413, C26 1.387, O28 1.376
28 O -3.83288 1.34042 -1.51619  C27 1.376, C29 1.404
29 C -4.85244 1.09538 -2.44997  O28 1.404, H57 1.090, H58 1.095, H59 1.095
30 C -1.19279 1.18522 1.49068  N21 1.444, C31 1.535, H60 1.089, H61 1.098
31 C -1.32927 -0.33412 1.31739  N18 1.452, C30 1.535, H62 1.091, H63 1.104
32 C 3.54362 0.14218 -0.09011  C6 1.392, C33 1.388, H64 1.079
33 C 4.48671 1.14900 -0.24031  C3 1.410, C32 1.388, O34 1.376
34 O 4.14469 2.45427 -0.50831  C33 1.376, C35 1.404
35 C 2.78821 2.78202 -0.66482  O34 1.404, H65 1.095, H66 1.089, H67 1.095
36 H 6.27958 3.25636 -1.39630  C1 1.092
37 H 6.17888 3.52811 0.36125  C1 1.092
38 H 7.76833 3.45605 -0.43931  C1 1.090
39 H 7.26012 -0.71962 0.20156  C4 1.078
40 H 5.55104 -2.51653 0.42829  C5 1.078
41 H 1.60303 -0.91370 1.12929  N9 1.008
42 H 0.16833 -2.73742 1.96598  C10 1.092
43 H 0.88446 -3.72575 0.67450  C10 1.092
44 H 0.03831 -2.28099 -1.05469  C11 1.098
45 H -1.81940 -3.04976 -2.23203  C13 1.082
46 H -4.01988 -4.20720 -2.24822  C14 1.079
47 H -5.10693 -4.71954 -0.05190  C15 1.082
48 H -2.03790 -3.08944 2.04946  C17 1.082
49 H -0.67396 -0.38106 -1.93394  C19 1.093
50 H -2.28086 -0.39603 -1.16169  C19 1.100
51 H -1.63764 1.91618 -1.71772  C20 1.087
52 H -0.10454 1.72443 -0.84553  C20 1.099
53 H -2.49707 3.48313 2.22477  C23 1.080
54 H -4.67618 4.54996 2.54218  C24 1.079
55 H -6.48848 4.15261 0.89352  C25 1.079
56 H -6.09800 2.67669 -1.00280  C26 1.078
57 H -4.42778 0.39163 -3.16546  C29 1.090
58 H -5.73255 0.64314 -1.98074  C29 1.095
59 H -5.14867 2.00836 -2.97690  C29 1.095
60 H -1.69595 1.48595 2.40838  C30 1.089
61 H -0.12825 1.44144 1.56806  C30 1.098
62 H -0.89271 -0.83084 2.18469  C31 1.091
63 H -2.40267 -0.58631 1.26794  C31 1.104
64 H 2.49801 0.37745 -0.21587  C32 1.079
65 H 2.33374 2.23860 -1.50001  C35 1.095
66 H 2.77165 3.84920 -0.88239  C35 1.089
67 H 2.21659 2.59572 0.25094  C35 1.095

Results
E_HOMO = -7.7 eV
charge = 0
SMILES string = COc1ccc(C(=O)NC[C@@H](c2cccnc2)N2CCN(c3ccccc3OC)CC2)cc1OC
orbital gap = 8.21 eV

---

<b>
Entry from OMol25: C27H32N4O4 in the gas phase (ωB97M-V/def2-TZVPD).

Each atom is followed by the atoms it is bonded to, with distances in Å.
Atoms and positions in Å:
1 C 3.45364 5.74219 2.36457  C2 1.529, H36 1.087, H37 1.087, H38 1.087
2 C 3.64258 4.52187 1.46275  C1 1.529, N3 1.449, H39 1.092, H40 1.089
3 N 4.55813 3.55999 2.04290  C2 1.449, C4 1.456, C6 1.345
4 C 5.96705 3.73473 1.72154  N3 1.456, C5 1.525, H41 1.092, H42 1.092
5 C 6.33008 2.99453 0.43817  C4 1.525, H43 1.087, H44 1.086, H45 1.088
6 C 4.23347 2.57981 2.90465  N3 1.345, O7 1.217, C8 1.541
7 O 5.06636 1.89337 3.46692  C6 1.217
8 C 2.73793 2.31271 3.16458  C6 1.541, N9 1.438, H46 1.092, H47 1.097
9 N 2.03545 1.88962 1.98312  C8 1.438, C10 1.349, C35 1.378
10 C 0.89330 2.43115 1.51169  N9 1.349, C11 1.382, H48 1.074
11 C 0.50680 1.81875 0.33421  C10 1.382, C12 1.448, C30 1.438
12 C -0.71127 2.15325 -0.37464  C11 1.448, O13 1.219, C14 1.529
13 O -1.47856 3.02776 -0.01221  C12 1.219
14 C -0.97382 1.35709 -1.65273  C12 1.529, O15 1.218, N16 1.347
15 O -0.49222 1.70292 -2.71659  C14 1.218
16 N -1.77934 0.28758 -1.50932  C14 1.347, C17 1.443, C29 1.448
17 C -2.28409 -0.20762 -0.25120  N16 1.443, C18 1.539, H49 1.096, H50 1.090
18 C -1.72525 -1.62358 -0.02283  C17 1.539, N19 1.444, H51 1.097, H52 1.089
19 N -2.04702 -2.51269 -1.11457  C18 1.444, C20 1.397, C28 1.449
20 C -3.25066 -3.22130 -1.11590  N19 1.397, C21 1.398, C27 1.396
21 C -4.25659 -3.02418 -0.16506  C20 1.398, C22 1.379, H53 1.078
22 C -5.39908 -3.79586 -0.16510  C21 1.379, C23 1.392, H54 1.079
23 C -5.59427 -4.79234 -1.11761  C22 1.392, O24 1.368, C26 1.389
24 O -6.76789 -5.48906 -1.03192  C23 1.368, C25 1.405
25 C -7.00303 -6.51216 -1.96554  O24 1.405, H55 1.095, H56 1.095, H57 1.089
26 C -4.59965 -5.00492 -2.06385  C23 1.389, C27 1.382, H58 1.079
27 C -3.45046 -4.23704 -2.05212  C20 1.396, C26 1.382, H59 1.079
28 C -1.53115 -1.98883 -2.36285  N19 1.449, C29 1.537, H60 1.095, H61 1.088
29 C -2.07441 -0.57654 -2.63292  N16 1.448, C28 1.537, H62 1.096, H63 1.091
30 C 1.50271 0.81839 0.06206  C11 1.438, C31 1.393, C35 1.415
31 C 1.70832 -0.10506 -0.96099  C30 1.393, C32 1.378, H64 1.077
32 C 2.79921 -0.94344 -0.88403  C31 1.378, C33 1.396, H65 1.080
33 C 3.69199 -0.88211 0.18725  C32 1.396, C34 1.379, H66 1.079
34 C 3.52818 0.03499 1.20366  C33 1.379, C35 1.389, H67 1.078
35 C 2.43370 0.88693 1.12546  N9 1.378, C30 1.415, C34 1.389
36 H 3.04469 5.45405 3.33009  C1 1.087
37 H 2.77130 6.44420 1.89331  C1 1.087
38 H 4.40274 6.24389 2.53662  C1 1.087
39 H 4.06280 4.84011 0.50585  C2 1.092
40 H 2.67831 4.06185 1.25238  C2 1.089
41 H 6.17504 4.80218 1.62318  C4 1.092
42 H 6.54819 3.33339 2.55428  C4 1.092
43 H 6.14159 1.93080 0.55890  C5 1.087
44 H 7.38267 3.13989 0.21232  C5 1.086
45 H 5.74029 3.35578 -0.40170  C5 1.088
46 H 2.25016 3.20268 3.56758  C8 1.092
47 H 2.70575 1.52075 3.92258  C8 1.097
48 H 0.38548 3.22418 2.02869  C10 1.074
49 H -3.37869 -0.24092 -0.30240  C17 1.096
50 H -1.98972 0.45730 0.56079  C17 1.090
51 H -0.63155 -1.55827 0.03532  C18 1.097
52 H -2.09001 -2.04006 0.91542  C18 1.089
53 H -4.16402 -2.26114 0.59132  C21 1.078
54 H -6.16892 -3.63331 0.57275  C22 1.079
55 H -6.24835 -7.30307 -1.89650  C25 1.095
56 H -7.03004 -6.12551 -2.99012  C25 1.095
57 H -7.97862 -6.92469 -1.71242  C25 1.089
58 H -4.69803 -5.77458 -2.81331  C26 1.079
59 H -2.68582 -4.45419 -2.78210  C27 1.079
60 H -0.43894 -1.95359 -2.28989  C28 1.095
61 H -1.80326 -2.63928 -3.19123  C28 1.088
62 H -3.16058 -0.62395 -2.77299  C29 1.096
63 H -1.61120 -0.13950 -3.51922  C29 1.091
64 H 1.04480 -0.14454 -1.80883  C31 1.077
65 H 2.97269 -1.66399 -1.66956  C32 1.080
66 H 4.53079 -1.56098 0.21508  C33 1.079
67 H 4.22435 0.08662 2.02513  C34 1.078

Results
E_HOMO = -7.4 eV
charge = 0
SMILES string = CCN(CC)C(=O)Cn1cc(C(=O)C(=O)N2CCN(c3ccc(OC)cc3)CC2)c2ccccc21
orbital gap = 7.67 eV

---

If we sort the structures by their calculated energies, the order from most to least stable is <b>, <a>.

---

<a>
Entry from OMol25: C11H15NO in the gas phase (ωB97M-V/def2-TZVPD).

Each atom is followed by the atoms it is bonded to, with distances in Å.
Atoms and positions in Å:
1 O 4.26684 -0.38784 0.57312  C2 1.378, H14 1.044
2 C 2.98028 -0.08260 0.18392  O1 1.378, C3 1.389, C13 1.338
3 C 2.15350 -1.18648 0.01912  C2 1.389, C4 1.417, H15 1.081
4 C 0.77295 -1.06232 -0.27278  C3 1.417, C5 1.374, H16 1.062
5 C 0.31337 0.21775 -0.46773  C4 1.374, N6 1.401, C12 1.395
6 N -1.03227 0.42740 -0.79750  C5 1.401, C7 1.377, C11 1.484
7 C -1.75354 -0.68928 -1.15652  N6 1.377, C8 1.576, H17 1.100, H18 1.160
8 C -2.42231 -1.52270 0.00230  C7 1.576, C9 1.619, H19 1.151, H20 1.164
9 C -2.84438 -0.55476 1.22919  C8 1.619, C10 1.597, H21 1.064, H22 1.171
10 C -3.09038 0.92282 0.67600  C9 1.597, C11 1.530, H23 1.144, H24 1.125
11 C -1.89260 1.43393 -0.12650  N6 1.484, C10 1.530, H25 1.188, H26 1.162
12 C 1.13644 1.32348 -0.25204  C5 1.395, C13 1.422, H27 1.108
13 C 2.52573 1.16270 0.00439  C2 1.338, C12 1.422, H28 1.136
14 H 4.71430 0.53966 0.40305  O1 1.044
15 H 2.51664 -2.19471 0.16170  C3 1.081
16 H 0.09449 -1.87812 -0.22737  C4 1.062
17 H -2.49515 -0.25267 -1.84215  C7 1.100
18 H -0.99888 -1.32406 -1.76737  C7 1.160
19 H -3.36813 -2.05400 -0.38374  C8 1.151
20 H -1.75884 -2.32572 0.52200  C8 1.164
21 H -2.04275 -0.49403 1.92553  C9 1.064
22 H -3.82987 -0.90697 1.75370  C9 1.171
23 H -3.28685 1.62602 1.55659  C10 1.144
24 H -4.05281 0.95079 0.09386  C10 1.125
25 H -2.31202 2.31573 -0.80368  C11 1.188
26 H -1.11709 1.93384 0.57945  C11 1.162
27 H 0.64744 2.31477 -0.33383  C12 1.108
28 H 3.10634 2.08521 0.32373  C13 1.136

Results
E_HOMO = -7.4 eV
charge = 0
SMILES string = Oc1ccc(N2CCCCC2)cc1
orbital gap = 8.33 eV

---

<b>
Entry from OMol25: 2 unconnected molecules or ions with the total composition C11H15NO (ωB97M-V/def2-TZVPD).

Each atom is followed by the atoms it is bonded to, with distances in Å.
Atoms and positions in Å:
1 C 0.31300 -2.59029 2.60209  C2 1.439, H11 1.071, H12 1.193, H13 1.126
2 C 0.58389 -1.44771 1.77075  C1 1.439, C3 1.362, C10 1.446
3 C 0.75779 -0.15518 2.16196  C2 1.362, N4 1.348, H14 1.073
4 N 0.81160 0.65113 1.08241  C3 1.348, C5 1.409, H15 1.011
5 C 0.87102 -0.07487 -0.12405  N4 1.409, C6 1.458, C10 1.435
6 C 1.17658 0.36808 -1.47940  C5 1.458, C7 1.366, H16 1.043
7 C 1.20112 -0.66781 -2.36893  C6 1.366, C8 1.436, H17 1.074
8 C 1.04676 -2.04469 -1.99053  C7 1.436, C9 1.417, H18 1.063
9 C 0.61776 -2.45768 -0.70525  C8 1.417, C10 1.464, H19 0.956
10 C 0.66413 -1.42088 0.32719  C2 1.446, C5 1.435, C9 1.464
11 H 0.12757 -2.41150 3.64192  C1 1.071
12 H 0.97569 -3.57530 2.71619  C1 1.193
13 H -0.56863 -3.12452 2.14863  C1 1.126
14 H 1.02650 0.31663 3.08732  C3 1.073
15 H 0.92744 1.65590 1.07045  N4 1.011
16 H 1.33678 1.38156 -1.66733  C6 1.043
17 H 1.49425 -0.52571 -3.39202  C7 1.074
18 H 0.96773 -2.82810 -2.70524  C8 1.063
19 H 0.49043 -3.40471 -0.71790  C9 0.956
20 C -2.66147 3.68758 -0.99295  C21 1.553, H23 1.110, H24 1.046, H25 1.111
21 C -1.51818 2.69992 -0.63506  C20 1.553, O22 1.466, H26 1.201, H27 1.119
22 O -2.28104 1.71550 0.13884  C21 1.466, H28 0.983
23 H -2.95893 4.26956 -0.09589  C20 1.110
24 H -3.39296 3.22414 -1.57985  C20 1.046
25 H -2.49888 4.51999 -1.71019  C20 1.111
26 H -1.07280 2.37744 -1.70290  C21 1.201
27 H -0.94838 3.27180 0.13988  C21 1.119
28 H -1.65321 1.19197 0.68437  O22 0.983

Results
E_HOMO = -7.9 eV
charge = 0
SMILES string = Cc1c[nH]c2ccccc12.CCO
orbital gap = 8.69 eV

---

<c>
Entry from OMol25: 2 unconnected molecules or ions with the total composition C11H15NO (ωB97M-V/def2-TZVPD).

Each atom is followed by the atoms it is bonded to, with distances in Å.
Atoms and positions in Å:
1 C 2.27839 1.65790 0.38914  C2 1.497, H11 1.087, H12 1.091, H13 1.093
2 C 2.13822 0.19611 0.09928  C1 1.497, C3 1.364, C10 1.441
3 C 2.70066 -0.50227 -0.92814  C2 1.364, N4 1.375, H14 1.076
4 N 2.20174 -1.78301 -0.94851  C3 1.375, C5 1.379, H15 1.004
5 C 1.16711 -1.88145 -0.04195  N4 1.379, C6 1.390, C10 1.412
6 C 0.17022 -2.84485 0.06370  C5 1.390, C7 1.377, H16 1.084
7 C -0.88057 -2.57202 0.91134  C6 1.377, C8 1.407, H17 1.080
8 C -0.84853 -1.44008 1.74630  C7 1.407, C9 1.375, H18 1.086
9 C 0.09739 -0.45864 1.56705  C8 1.375, C10 1.396, H19 1.089
10 C 1.17299 -0.68465 0.70684  C2 1.441, C5 1.412, C9 1.396
11 H 2.24010 2.18429 -0.56134  C1 1.087
12 H 3.11493 2.03439 0.97945  C1 1.091
13 H 1.40560 1.99738 0.95357  C1 1.093
14 H 3.42151 -0.20510 -1.66933  C3 1.076
15 H 2.29568 -2.46032 -1.68388  N4 1.004
16 H 0.15879 -3.74651 -0.53823  C6 1.084
17 H -1.81221 -3.11753 0.93824  C7 1.080
18 H -1.58270 -1.40098 2.54600  C8 1.086
19 H -0.07201 0.47806 2.09614  C9 1.089
20 C -1.89427 2.52125 -0.42179  C21 1.523, H23 1.084, H24 1.086, H25 1.089
21 C -2.16513 1.25441 -1.22197  C20 1.523, O22 1.432, H26 1.099, H27 1.094
22 O -2.17965 0.08005 -0.40312  C21 1.432, H28 0.958
23 H -2.69896 3.23475 -0.56024  C20 1.084
24 H -0.90739 2.91057 -0.65491  C20 1.086
25 H -1.86484 2.30142 0.64448  C20 1.089
26 H -3.08771 1.34009 -1.81357  C21 1.099
27 H -1.48521 1.01678 -2.04496  C21 1.094
28 H -3.08413 -0.11002 -0.14958  O22 0.958

Results
E_HOMO = -7.5 eV
charge = 0
SMILES string = Cc1c[nH]c2ccccc12.CCO
orbital gap = 8.46 eV

---

<d>
Entry from OMol25: C11H15NO in the gas phase (ωB97M-V/def2-TZVPD).

Each atom is followed by the atoms it is bonded to, with distances in Å.
Atoms and positions in Å:
1 C -1.20356 2.03905 2.11291  C2 1.531, H14 1.145, H15 1.003, H16 1.091
2 C -1.61846 1.73369 0.67105  C1 1.531, C3 1.527, H17 1.087, H18 0.995
3 C -0.37371 1.92045 -0.19417  C2 1.527, C4 1.684, O13 1.438, H19 1.140
4 C 1.21315 2.17590 0.30991  C3 1.684, C5 1.558, H20 1.086, H21 1.148
5 C 1.75103 0.75609 -0.03880  C4 1.558, C6 1.548, H22 1.106, H23 1.107
6 C 0.92249 0.00230 -1.10676  C5 1.548, C7 1.570, O13 1.415, H24 1.146
7 C 0.61253 -1.52744 -0.93475  C6 1.570, C8 1.356, C12 1.344
8 C -0.04523 -1.92870 0.18147  C7 1.356, C9 1.439, H25 1.097
9 C -0.69111 -3.21451 0.17358  C8 1.439, C10 1.368, H26 1.077
10 C -0.55326 -4.05255 -0.89865  C9 1.368, N11 1.337, H27 1.124
11 N 0.13714 -3.62883 -1.96223  C10 1.337, C12 1.334
12 C 0.63678 -2.39148 -1.96367  C7 1.344, N11 1.334, H28 1.134
13 O -0.19190 0.87284 -1.16221  C3 1.438, C6 1.415
14 H -2.18225 2.10642 2.70272  C1 1.145
15 H -0.81798 2.96026 2.20402  C1 1.003
16 H -0.47457 1.36270 2.56284  C1 1.091
17 H -2.04709 2.72544 0.55062  C2 1.087
18 H -2.16234 0.94475 0.40298  C2 0.995
19 H -0.80113 2.72232 -0.88259  C3 1.140
20 H 1.72811 2.90942 -0.30330  C4 1.086
21 H 1.41497 2.55331 1.37561  C4 1.148
22 H 2.76376 0.68330 -0.47801  C5 1.106
23 H 2.01607 0.20670 0.88536  C5 1.107
24 H 1.47708 0.10952 -2.10421  C6 1.146
25 H -0.12004 -1.21928 1.01436  C8 1.097
26 H -1.43387 -3.53392 0.88452  C9 1.077
27 H -0.97496 -5.09035 -0.98920  C10 1.124
28 H 1.01834 -2.19741 -3.01340  C12 1.134

Results
E_HOMO = -9.3 eV
charge = 0
SMILES string = CC[C@H]1CC[C@@H](c2cccnc2)O1
orbital gap = 10.16 eV

---

If we sort the structures by their calculated energies, the order from most to least stable is <c>, <a>, <b>, <d>.